{
  "formula": "C28H32BrF6N4O6ReS2",
  "method": "the ωB97M-V functional and the def2-TZVPD basis",
  "homo_lumo_gap_ev": [6.78, 5.75],
  "relative_energy_kcal_mol": 18.9,
  "molar_mass_g_mol": 964.8,
  "charge": 1,
  "e_tot_ev": -157941.051,
  "multiplicity": 2,
  "elements": ["Re", "C", "C", "C", "C", "C", "C", "N", "N", "C", "C", "C", "C", "C", "N", "H", "H", "H", "H", "H", "H", "H", "H", "H", "C", "C", "C", "C", "C", "C", "C", "Br", "C", "O", "C", "C", "C", "C", "C", "C", "H", "H", "H", "H", "H", "H", "H", "H", "H", "H", "H", "H", "H", "H", "H", "H", "H", "H", "H", "H", "F", "C", "F", "F", "S", "O", "O", "N", "S", "O", "O", "C", "F", "F", "F", "C", "O", "H", "H", "H"],
  "xyz": [[0.532, -0.713, 1.584], [5.269, 2.258, 0.643], [3.964, 2.296, 0.182], [3.033, 1.374, 0.635], [3.405, 0.418, 1.572], [4.721, 0.372, 2.033], [5.644, 1.290, 1.563], [2.440, -0.552, 2.086], [2.979, -1.341, 2.968], [2.078, -2.169, 3.531], [2.458, -3.123, 4.487], [1.489, -3.932, 5.013], [0.159, -3.790, 4.579], [-0.152, -2.842, 3.648], [0.799, -2.019, 3.127], [5.995, 2.975, 0.282], [3.663, 3.040, -0.544], [2.035, 1.402, 0.237], [5.014, -0.371, 2.756], [6.662, 1.248, 1.925], [3.498, -3.190, 4.770], [1.743, -4.679, 5.753], [-0.627, -4.418, 4.973], [-1.158, -2.694, 3.285], [-0.546, -0.860, -6.417], [-1.010, 0.401, -5.670], [-0.118, 1.592, -6.070], [-2.452, 0.709, -6.071], [-0.857, 0.187, -4.177], [0.411, -0.163, -3.662], [0.608, -0.291, -2.326], [2.328, -0.761, -1.754], [-0.465, -0.036, -1.376], [-0.244, 0.099, -0.127], [-1.807, 0.151, -1.915], [-1.921, 0.308, -3.280], [-3.110, 0.201, -1.106], [-2.977, -0.141, 0.375], [-3.696, 1.618, -1.211], [-4.090, -0.818, -1.719], [-0.693, -0.715, -7.489], [-1.121, -1.737, -6.113], [0.513, -1.071, -6.259], [-0.207, 1.764, -7.144], [0.934, 1.405, -5.847], [-0.422, 2.504, -5.552], [-2.498, 0.857, -7.150], [-2.822, 1.623, -5.601], [-3.129, -0.112, -5.823], [1.243, -0.322, -4.333], [-2.900, 0.519, -3.682], [-2.415, 0.616, 0.904], [-2.519, -1.122, 0.531], [-3.978, -0.177, 0.810], [-3.020, 2.352, -0.766], [-4.644, 1.656, -0.669], [-3.890, 1.907, -2.246], [-3.675, -1.829, -1.687], [-4.352, -0.590, -2.752], [-5.013, -0.811, -1.138], [-0.774, 1.238, 6.293], [-0.590, 0.295, 5.389], [0.682, 0.303, 4.994], [-0.876, -0.895, 5.907], [-1.734, 0.604, 3.971], [-1.336, -0.340, 2.907], [-3.028, 0.439, 4.523], [-1.435, 2.094, 3.555], [-0.467, 2.338, 2.346], [0.627, 1.325, 2.348], [-1.084, 2.598, 1.089], [0.398, 3.875, 2.872], [1.110, 3.648, 3.962], [-0.505, 4.809, 3.096], [1.195, 4.240, 1.877], [1.388, -3.314, 0.468], [0.560, -2.156, 0.446], [1.704, -3.521, -0.553], [0.805, -4.157, 0.840], [2.273, -3.174, 1.089]],
  "atomic_forces_ev_per_a": [[-0.06, -0.25, 1.55], [0.06, 0.03, -0.02], [-0.07, -0.02, -0.02], [0.05, -0.04, 0.12], [-0.14, -0.18, 0.09], [0.04, 0.09, 0.01], [0.00, -0.03, 0.03], [0.14, 0.19, -0.39], [-0.19, -0.22, 0.12], [0.28, 0.20, -0.09], [-0.04, -0.12, 0.10], [0.12, 0.01, 0.02], [-0.10, 0.00, -0.02], [0.02, -0.02, -0.02], [-0.12, 0.13, -0.20], [-0.02, 0.00, 0.01], [0.00, -0.01, 0.01], [-0.22, 0.02, 0.03], [0.00, 0.02, -0.01], [-0.01, 0.00, 0.00], [-0.03, 0.01, -0.01], [-0.01, 0.01, -0.01], [0.02, 0.00, 0.00], [0.00, 0.00, 0.00], [0.00, -0.03, -0.03], [0.01, 0.01, 0.03], [0.01, 0.00, -0.02], [-0.04, 0.01, -0.01], [0.02, 0.00, -0.02], [-0.03, 0.02, -0.07], [-0.17, 0.02, 0.09], [0.12, 0.05, 0.01], [0.09, 0.07, 0.24], [-0.33, 0.33, -0.64], [0.04, 0.02, -0.03], [-0.02, -0.03, -0.04], [0.07, 0.01, -0.01], [-0.04, -0.11, -0.02], [-0.01, 0.07, 0.00], [-0.03, 0.00, -0.01], [0.01, 0.00, 0.03], [0.01, 0.03, 0.00], [-0.03, 0.01, 0.01], [0.00, -0.01, 0.03], [-0.03, 0.01, -0.01], [0.00, -0.03, -0.01], [0.00, 0.00, 0.02], [0.02, -0.03, -0.01], [0.03, 0.02, -0.01], [-0.01, 0.00, 0.01], [0.03, -0.01, 0.01], [0.02, 0.02, 0.00], [0.00, 0.05, -0.01], [0.02, -0.02, -0.01], [-0.03, -0.04, -0.02], [0.03, 0.00, -0.01], [0.00, -0.02, 0.03], [-0.01, 0.03, 0.00], [0.01, -0.01, 0.03], [0.03, 0.00, -0.02], [0.00, -0.04, 0.03], [0.00, 0.00, -0.03], [0.02, 0.01, 0.00], [0.04, 0.00, 0.04], [-0.19, 0.50, 0.03], [0.36, -0.20, -0.06], [0.00, -0.09, -0.16], [-0.02, -0.31, -0.06], [0.15, -0.22, 0.00], [-0.06, 0.35, -0.41], [0.04, 0.13, 0.07], [0.02, -0.09, -0.02], [-0.01, 0.02, 0.01], [0.01, 0.08, 0.03], [0.06, 0.03, 0.02], [-0.02, -0.07, 0.03], [0.15, -0.40, -0.33], [-0.03, 0.00, -0.01], [-0.01, 0.00, 0.03], [-0.03, 0.03, -0.01]]
}